Entry 1:
Molecular formula: ClH3N3P3
Method: DFT, ωB97M-V with the def2-TZVPD basis set

* E_HOMO: -9.2 eV
* F_max: 0.0432 hartree/bohr
* energy relative to the best compared isomer or geometry (same formula, charge and spin): 0.0147 eV
* frontier orbital gap: 9.10 eV
* lowest unoccupied orbital energy: -0.08 eV

Last column: natural (NBO) charge in e.
Atoms and positions in Å:
N  2.20310  -1.55267  -0.02905  -1.29
N  -0.41241  -1.16839  -0.15360  -1.31
N  1.10829  0.88594  0.27852  -1.30
P  0.83747  -2.28288  0.17501  1.27
P  -0.55229  0.52526  0.05531  1.00
P  2.25386  0.07471  -0.75012  1.17
Cl  3.90696  0.56834  0.32392  -0.31
H  -1.27757  -1.66779  -0.31789  0.41
H  1.69146  1.04689  1.12900  0.44
H  -0.69524  0.87590  -1.27490  -0.09

Atoms 1-2, force components in eV/Å:
N -0.6 0.9 -1.0
N 0.0 -1.5 -0.2


Entry 2:
Molecular formula: C3H3NO2
Method: DFT, ωB97M-V with the def2-TZVPD basis set

* E_HOMO: -9.0 eV
* F_max: 0.0553 hartree/bohr
* energy relative to the best compared isomer or geometry (same formula, charge and spin): 2.7749 eV
* frontier orbital gap: 9.68 eV
* lowest unoccupied orbital energy: 0.64 eV

Last column: natural (NBO) charge in e.
Atoms and positions in Å:
O  1.99045  -0.45260  -0.10909  -0.64
C  0.66878  -0.32352  -0.27863  0.42
C  0.16140  0.88440  0.13514  -0.20
O  -1.17079  0.63369  0.37339  -0.39
C  -1.33718  -0.62789  -0.00677  0.37
N  -0.28893  -1.26847  -0.44685  -0.48
H  1.88939  0.33676  0.52309  0.50
H  0.41698  1.84041  -0.29930  0.22
H  -2.33009  -1.02278  0.10902  0.19

Atoms 1-2, force components in eV/Å:
O 0.1 0.8 0.5
C -0.5 0.6 0.4


Entry 3:
Molecular formula: C51H102O51
Method: DFT, ωB97M-V with the def2-TZVPD basis set

* E_HOMO: -10.4 eV
* F_max: 0.1721 hartree/bohr
* energy relative to the best compared isomer or geometry (same formula, charge and spin): 0.0000 eV
* frontier orbital gap: 10.85 eV
* lowest unoccupied orbital energy: 0.46 eV

Last column: Mulliken charge in e.
Atoms and positions in Å:
C  2.13104  2.56960  5.11968  -0.21
O  3.27260  1.78374  4.81107  -0.37
C  3.18917  0.57887  4.17967  0.66
O  2.14152  0.05127  3.83393  -0.30
O  4.36215  0.03711  4.16980  -0.41
C  4.66048  -1.16183  3.47607  -0.07
H  1.46742  2.12943  5.86396  0.35
H  1.44964  2.68649  4.27699  -0.19
H  2.56584  3.53261  5.38737  0.25
H  4.20110  -2.01323  3.97825  0.33
H  5.74484  -1.26000  3.52730  0.27
H  4.36583  -1.19437  2.42716  -0.16
C  0.15052  -6.54692  -0.18113  -1.03
O  0.86599  -5.86254  -1.32506  0.38
C  1.41155  -6.63375  -2.24997  0.33
O  1.73749  -7.86570  -2.12302  -0.69
O  1.64222  -5.87121  -3.17058  0.18
C  2.20541  -6.41168  -4.39258  -0.88
H  0.67733  -7.44210  0.14937  0.36
H  -0.86541  -6.84869  -0.43591  0.32
H  0.21780  -5.85799  0.66087  0.27
H  2.55636  -5.58318  -5.00783  0.21
H  1.50478  -7.03605  -4.94700  0.39
H  3.15191  -6.94500  -4.30419  0.35
C  -6.91389  -8.17378  -2.63895  -0.67
O  -6.51644  -6.85819  -3.18064  -0.32
C  -5.65724  -6.10513  -2.37618  0.73
O  -5.12240  -6.51226  -1.30591  -0.62
O  -5.36613  -5.04075  -3.00448  -0.32
C  -4.23104  -4.28837  -2.70503  -0.37
H  -6.02984  -8.81090  -2.66404  0.29
H  -7.71994  -8.65208  -3.19537  0.27
H  -7.18823  -8.24269  -1.58629  0.30
H  -4.32490  -3.39453  -3.32175  0.32
H  -3.36030  -4.90860  -2.91771  -0.04
H  -4.16344  -3.93525  -1.67603  0.41
C  -0.28974  7.82209  6.97060  -0.60
O  -0.07971  7.77096  5.56132  -0.34
C  0.61044  6.77840  4.95173  0.86
O  1.04343  5.80185  5.57876  -0.60
O  0.84061  7.03669  3.70106  -0.28
C  1.75097  6.35794  2.94162  -0.63
H  0.54835  7.39141  7.51852  0.31
H  -1.22784  7.35003  7.26254  0.17
H  -0.52410  8.83681  7.29234  0.27
H  1.55592  6.59784  1.89640  0.10
H  1.75176  5.28762  3.14783  0.15
H  2.76286  6.67655  3.19194  0.53
C  2.85799  5.13510  -0.77382  0.35
O  4.05177  4.69452  -0.25817  -0.40
C  4.07507  4.08379  0.87153  0.70
O  3.12622  3.81357  1.57593  -0.20
O  5.33158  3.60701  0.96471  -0.43
C  5.84562  2.66344  1.96424  0.10
H  2.31712  4.18912  -0.79994  -0.20
H  2.90002  5.55194  -1.78009  0.30
H  2.25029  5.69806  -0.06539  -0.14
H  4.98465  2.10705  2.33471  -0.14
H  6.39004  3.09012  2.80665  0.32
H  6.54058  1.94209  1.53436  -0.09
C  -5.89281  7.23449  7.20841  -0.72
O  -5.32995  6.64795  6.05057  -0.30
C  -4.13300  5.84143  6.11138  0.72
O  -3.42621  5.81513  7.12318  -0.60
O  -3.90877  5.32370  4.86704  -0.32
C  -2.65860  4.70610  4.61829  0.07
H  -6.56083  8.02959  6.87724  0.26
H  -5.24300  7.52253  8.03479  0.32
H  -6.59402  6.53242  7.65952  0.30
H  -2.06336  5.60196  4.44159  -0.27
H  -2.47823  4.04795  3.76834  -0.11
H  -2.13547  4.37327  5.51476  0.48
C  3.28127  -5.78916  0.66855  0.11
O  3.81489  -7.13060  0.62900  -0.34
C  4.95143  -7.41116  -0.13087  0.72
O  5.77483  -6.54966  -0.56605  -0.61
O  5.11068  -8.76266  -0.21098  -0.31
C  6.37963  -9.28211  -0.71866  -0.62
H  3.98200  -5.02130  0.99638  0.51
H  2.30968  -5.88260  1.15373  0.03
H  2.98665  -5.53485  -0.34959  -0.31
H  7.14479  -9.01433  0.01000  0.29
H  6.63433  -8.79552  -1.66018  0.29
H  6.20932  -10.33784  -0.92963  0.24
C  8.44817  0.34938  -0.64254  -0.67
O  7.33139  -0.38008  -1.00449  -0.34
C  6.48269  -0.89874  -0.10924  0.78
O  6.45128  -0.80321  1.13776  -0.55
O  5.74076  -1.73479  -0.81828  -0.27
C  4.76240  -2.44903  -0.11045  0.30
H  9.03077  -0.17355  0.11589  0.35
H  8.19736  1.37169  -0.35956  0.24
H  9.12445  0.46843  -1.48905  0.26
H  5.09767  -3.34504  0.41191  0.50
H  4.15061  -2.92386  -0.87749  -0.22
H  4.12521  -1.80579  0.49645  -0.51
C  1.32007  -3.38853  3.61721  -0.24
O  0.29541  -4.25589  3.99258  -0.26
C  -0.47022  -4.06629  5.09146  0.76
O  -0.47923  -3.11074  5.86608  -0.58
O  -1.32227  -5.10499  5.12553  -0.34
C  -2.56135  -5.00734  5.93374  -0.60
H  2.34785  -3.72274  3.75890  0.28
H  1.04706  -2.39829  3.98187  0.32
H  1.34963  -3.27513  2.53353  -0.10
H  -3.04226  -4.04972  5.73424  0.26
H  -2.30407  -5.10105  6.98879  0.28
H  -3.26324  -5.80386  5.68675  0.24
C  -2.45813  7.65337  2.05391  -0.44
O  -2.95773  6.49504  1.46267  -0.55
C  -2.30392  5.28725  1.45413  0.67
O  -1.18335  5.12226  1.94252  0.11
O  -3.09409  4.37209  0.86906  -0.43
C  -2.62036  3.06968  0.78495  -0.06
H  -2.31698  7.52775  3.12740  0.13
H  -3.27773  8.35796  1.91285  0.23
H  -1.49485  7.85422  1.58503  0.26
H  -3.43622  2.35011  0.71656  0.26
H  -2.05562  2.62301  1.60327  -0.43
H  -1.91829  3.08618  -0.04868  0.32
C  -4.18817  7.74082  -5.96104  -0.66
O  -3.44593  7.00324  -4.92649  -0.24
C  -2.89957  7.74440  -3.89978  0.56
O  -2.87798  9.01022  -3.86293  -0.59
O  -2.19754  6.85037  -3.04968  -0.13
C  -1.27665  7.35229  -2.03615  -0.50
H  -3.54152  8.45936  -6.46466  0.30
H  -5.02354  8.24693  -5.47718  0.30
H  -4.56983  7.11434  -6.76724  0.25
H  -0.52201  6.58048  -1.88470  0.11
H  -1.89304  7.35905  -1.13720  0.23
H  -0.85404  8.35172  -2.13936  0.40
C  -3.32818  -8.76266  -7.78075  -0.70
O  -2.31932  -7.82324  -7.34609  -0.33
C  -2.49757  -6.94977  -6.31448  0.86
O  -3.56930  -6.52117  -5.79401  -0.65
O  -1.36925  -6.69524  -5.86608  -0.26
C  -1.15110  -5.64550  -4.91608  -0.36
H  -3.21164  -9.08261  -8.81620  0.25
H  -4.32042  -8.45233  -7.45323  0.34
H  -3.34122  -9.63202  -7.12337  0.30
H  -0.55608  -4.78026  -5.20834  0.35
H  -0.58533  -6.05882  -4.08111  0.04
H  -2.06391  -5.19515  -4.52612  0.10
C  0.43078  1.67227  1.42312  -1.14
O  -0.17872  0.47224  0.88519  1.50
C  0.56302  -0.51939  0.23273  -0.08
O  1.78627  -0.56283  0.03038  -0.44
O  -0.30091  -1.56882  -0.09535  0.04
C  0.11765  -2.78909  -0.70422  -0.88
H  0.56276  2.45868  0.67999  0.15
H  1.46302  1.58768  1.76287  0.18
H  -0.13122  1.97923  2.30518  -0.29
H  0.79498  -3.31000  -0.02747  0.12
H  0.38624  -2.69680  -1.75657  0.44
H  -0.68749  -3.52178  -0.75915  0.21
C  1.83261  2.04046  -2.89777  0.64
O  1.59360  3.31703  -3.45258  -0.24
C  1.15949  3.46866  -4.70304  0.66
O  1.29773  2.65782  -5.66384  -0.67
O  0.38156  4.50814  -4.82121  -0.22
C  -0.28026  4.88556  -6.02154  -0.59
H  1.32792  1.15333  -3.28037  -0.43
H  1.62752  2.22071  -1.84252  -0.32
H  2.89661  1.84306  -3.02826  0.46
H  -1.19589  5.32353  -5.62415  0.13
H  -0.58978  4.01673  -6.60242  0.33
H  0.16663  5.70402  -6.58591  0.30
C  4.10940  -3.63527  -3.62057  -0.49
O  3.41151  -2.39745  -3.86079  -0.31
C  2.21882  -2.36968  -4.31765  0.86
O  1.64276  -3.33402  -4.76953  -0.59
O  1.81234  -1.06168  -4.41384  -0.30
C  0.51010  -0.67731  -4.69642  -0.71
H  5.01220  -3.42780  -3.04610  0.26
H  4.48276  -4.04504  -4.55907  0.43
H  3.55122  -4.43007  -3.12576  -0.02
H  0.05156  -1.45707  -5.30455  0.40
H  0.48181  0.30795  -5.16178  0.17
H  -0.08133  -0.61310  -3.78307  0.25
C  -1.54822  -0.23196  3.90831  0.17
O  -2.52327  0.82974  4.27529  -0.38
C  -3.62859  1.16422  3.53484  0.94
O  -4.01031  0.56952  2.55815  -0.56
O  -4.20604  2.23163  4.06445  -0.25
C  -5.55914  2.59280  3.65873  -0.72
H  -0.57218  0.06150  4.29473  -0.04
H  -1.43178  -0.15734  2.82712  -0.37
H  -1.95497  -1.13399  4.36547  0.41
H  -5.87209  3.46176  4.23759  0.16
H  -6.24632  1.74907  3.72208  0.37
H  -5.43052  2.89039  2.61806  0.28
C  -2.87073  1.88899  -3.88289  -0.57
O  -3.01487  1.54906  -2.56222  -0.19
C  -3.00166  0.27982  -2.25853  0.89
O  -2.63009  -0.64141  -2.92508  -0.59
O  -3.40871  0.16080  -0.96642  -0.34
C  -3.25416  -1.02594  -0.18614  0.29
H  -3.22546  2.90903  -4.03047  0.19
H  -3.38594  1.18411  -4.53542  0.33
H  -1.80730  1.86191  -4.12060  0.14
H  -2.95050  -1.93055  -0.71298  -0.16
H  -4.15997  -1.27475  0.36676  0.41
H  -2.45724  -0.95387  0.55402  -0.33

Atoms 1-2, force components in eV/Å:
C -0.6 0.1 -0.6
O 0.8 -1.3 -0.7


- Which formula does entry 3 have?
  C51H102O51


- lowest unoccupied orbital energy of number 1 (ClH3N3P3)?
  -0.08 eV